DFT (ωB97M-V/def2-TZVPD) results for 2 unconnected molecules or ions with the total composition C3H9N3O2.

```
17
Properties=species:S:1:pos:R:3:forces:R:3:mulliken_charge:R:1
C -0.26605 -0.52015 -1.02519 2.6 -0.6 -2.3 0.191
C -0.06599 0.92590 2.15603 0.2 -0.4 0.3 -1.185
N 0.46362 0.17267 -0.11909 -5.1 1.7 0.3 -0.381
C -0.68863 0.41641 0.88793 1.3 2.5 1.2 0.831
N -1.35355 -0.04393 -1.70428 -0.5 0.5 0.2 -0.421
N 0.44641 -1.44607 -1.72579 0.2 -1.0 -0.2 -0.332
O 1.71771 -0.70151 0.46725 0.4 -1.5 0.8 -0.546
O -1.90145 0.55548 0.73670 1.6 -0.8 -0.7 -0.616
H 2.30416 -0.07694 0.94439 -0.6 0.3 -0.5 0.331
H 1.46793 1.20266 -0.53771 -0.6 -0.6 0.3 0.243
H -1.90247 0.71312 -1.31009 0.4 -0.4 0.1 0.286
H 0.30272 -1.64115 -2.70258 -0.3 0.1 0.1 0.212
H -1.93762 -0.70347 -2.19949 0.3 -0.2 0.3 0.204
H 1.09798 -2.04155 -1.23474 0.0 0.5 0.0 0.221
H 0.69521 1.67431 1.91361 0.1 -0.1 -0.2 0.324
H 0.43658 0.10796 2.67220 0.0 0.1 0.2 0.320
H -0.81656 1.40625 2.78085 0.0 -0.3 0.0 0.320
```
Forces are in eV/Å.

LUMO level (spin up / spin down): 0.0295 / 0.0103 hartree
Total charge: 0
Energy above the lowest of the compared OMol25 structures with the same formula, charge and spin: 836.4 kJ/mol
Calculated total energy: -434.2076 Eh